{"formula": "C5H10N2O", "method": "the ωB97M-V functional and the def2-TZVPD basis", "e_homo_ev": [-8.9, -8.9], "largest_force_ev_per_a": 2.49, "orbital_gap_ev": [8.00, 8.00], "e_lumo_ha": [-0.034, -0.034], "relative_energy_kj_mol": 569.01, "symbols": ["C", "C", "N", "N", "C", "C", "C", "O", "H", "H", "H", "H", "H", "H", "H", "H", "H", "H"], "positions_angstrom": [[0.58444, -0.31518, 2.05052], [-1.74408, 0.42304, -0.02809], [1.15330, -0.91390, 0.85665], [-0.96278, -0.64381, -0.61229], [0.49001, -0.93470, -0.48411], [0.90213, 0.47371, -0.96793], [0.98586, 1.35249, -1.91887], [0.92227, -1.73137, -1.37385], [1.43502, -1.87540, 0.99484], [-1.31414, -1.07750, -1.45480], [-0.44910, -0.60526, 2.28018], [1.19719, -0.59852, 2.90669], [0.63028, 0.77313, 1.97209], [-1.10298, 1.26225, 0.25342], [-2.27733, 0.09161, 0.86793], [-2.47502, 0.79649, -0.74799], [1.57088, 2.24826, -1.73461], [0.45405, 1.27467, -2.85979]]}

---

{"formula": "C2HNO2", "method": "the ωB97M-V functional and the def2-TZVPD basis", "e_homo_ev": -12.3, "largest_force_ev_per_a": 5.41, "orbital_gap_ev": 11.96, "smiles": "N#CC(=O)O", "e_lumo_ha": -0.012, "relative_energy_kj_mol": 183.80, "symbols": ["N", "C", "C", "O", "O", "H"], "positions_angstrom": [[0.33876, 1.36074, 1.65101], [0.05025, 0.76530, 0.70316], [-0.24550, -0.01393, -0.71852], [-0.49220, 0.51449, -1.75217], [0.27454, -1.20633, -0.51344], [0.07415, -1.42026, 0.62996]]}

---

{"formula": "C7H16N3O", "method": "the ωB97M-V functional and the def2-TZVPD basis", "e_homo_ev": -13.5, "total_charge": 1, "largest_force_ev_per_a": 4.17, "orbital_gap_ev": 9.64, "e_lumo_ha": -0.142, "relative_energy_kj_mol": 135.88, "symbols": ["C", "C", "C", "C", "C", "C", "C", "N", "N", "N", "O", "H", "H", "H", "H", "H", "H", "H", "H", "H", "H", "H", "H", "H", "H", "H", "H"], "positions_angstrom": [[2.81829, -0.69655, -0.04817], [1.47097, -1.34195, 0.35334], [1.28283, 0.84965, 0.37497], [3.55699, 1.67289, -0.23121], [-2.13486, 0.45301, -1.36403], [-2.40752, 0.48026, 1.01613], [-2.39817, -1.62686, -0.06759], [0.55266, -0.22869, 0.47135], [2.58021, 0.68413, -0.04711], [-1.83969, -0.20860, -0.07665], [3.87433, -1.23828, -0.10481], [1.21903, -2.06269, -0.41624], [1.51262, -1.92099, 1.27453], [0.95410, 1.97130, 0.58812], [3.36495, 1.99519, -1.31532], [3.47173, 2.40719, 0.63767], [4.46721, 1.21977, -0.10850], [-3.21227, 0.76905, -1.47827], [-1.56086, 1.44687, -1.29249], [-1.93262, -0.39822, -2.06166], [-2.04794, 1.46592, 1.10898], [-3.56380, 0.70016, 0.85866], [-2.25679, 0.10894, 2.03430], [-3.35796, -1.69697, -0.55574], [-1.62194, -2.19390, -0.65567], [-2.32728, -2.21196, 0.90362], [-0.46423, -0.39867, 0.20180]]}

---

{"formula": "C24H22F3INO3PS2V", "method": "the ωB97M-V functional and the def2-TZVPD basis", "e_homo_ev": [-14.6, -14.6], "total_charge": 2, "multiplicity": 2, "largest_force_ev_per_a": 0.24, "orbital_gap_ev": [6.91, 7.61], "s2": 0.782, "e_lumo_ha": [-0.284, -0.258], "relative_energy_kj_mol": 0.00, "symbols": ["V", "F", "C", "F", "F", "C", "O", "O", "I", "C", "H", "H", "O", "P", "C", "C", "C", "C", "C", "C", "C", "C", "C", "C", "C", "C", "C", "C", "C", "C", "C", "C", "H", "H", "H", "H", "H", "H", "H", "H", "H", "H", "H", "H", "H", "H", "H", "S", "C", "N", "C", "C", "S", "H", "H", "H", "H", "H"], "positions_angstrom": [[-1.85677, 0.62680, 0.99977], [-4.56415, 0.62298, -2.55152], [-4.56386, -0.36946, -1.66840], [-4.31691, -1.51251, -2.28507], [-5.74776, -0.43194, -1.06630], [-3.49223, -0.09787, -0.59622], [-2.71725, -0.97808, -0.19339], [-3.41366, 1.07805, -0.08305], [-1.01441, -0.56662, 3.33002], [-2.90981, -0.34019, 2.41901], [-3.54264, 0.30734, 3.02031], [-3.33266, -1.31186, 2.19565], [-0.35611, 0.44761, -0.02435], [0.53861, -0.63884, -0.75217], [2.11611, 0.13087, -1.03559], [3.19103, -0.63885, -1.48126], [4.39172, -0.02148, -1.78807], [4.51476, 1.35640, -1.66070], [3.44112, 2.12304, -1.22767], [2.23660, 1.51519, -0.91323], [-0.26218, -1.02647, -2.28677], [-1.00330, -0.02873, -2.92760], [-1.60193, -0.29785, -4.14491], [-1.45018, -1.55045, -4.73035], [-0.69612, -2.53183, -4.10584], [-0.09653, -2.27581, -2.88049], [0.67308, -2.06595, 0.29597], [-0.34426, -3.02364, 0.30807], [-0.29675, -4.06069, 1.22602], [0.75334, -4.14058, 2.13145], [1.76217, -3.18410, 2.12802], [1.72570, -2.14342, 1.21340], [3.09245, -1.71253, -1.59390], [5.22787, -0.61362, -2.13325], [5.45238, 1.83546, -1.90853], [3.54130, 3.19688, -1.14544], [1.39448, 2.11130, -0.58530], [-1.10782, 0.95425, -2.48162], [-2.18220, 0.46763, -4.64211], [-1.91873, -1.75793, -5.68298], [-0.57189, -3.50207, -4.56696], [0.49193, -3.04824, -2.40177], [-1.16327, -2.96167, -0.39635], [-1.07456, -4.81247, 1.22794], [0.79056, -4.95842, 2.83904], [2.58427, -3.25983, 2.82686], [2.51822, -1.40559, 1.20609], [-1.87064, 2.86508, 1.71655], [-0.51642, 3.30740, 2.67173], [-0.54429, 4.37811, 3.42490], [0.63387, 4.63186, 4.26283], [1.78433, 3.90161, 3.57615], [1.00921, 2.51588, 2.67112], [-1.39671, 4.91684, 3.51682], [0.44160, 4.23987, 5.26291], [0.81888, 5.70127, 4.32958], [2.50259, 3.50876, 4.29006], [2.29781, 4.52910, 2.85091]]}

---

{"formula": "C25H19Cl2N11NaO4", "method": "the ωB97M-V functional and the def2-TZVPD basis", "e_homo_ev": -4.0, "total_charge": -1, "largest_force_ev_per_a": 0.26, "orbital_gap_ev": 5.50, "e_lumo_ha": 0.056, "relative_energy_kj_mol": 0.00, "symbols": ["Na", "Cl", "C", "C", "C", "N", "C", "O", "C", "C", "C", "C", "C", "N", "C", "C", "C", "Cl", "N", "C", "O", "C", "C", "C", "C", "C", "N", "H", "H", "H", "H", "H", "H", "H", "H", "H", "H", "N", "N", "C", "N", "N", "N", "O", "O", "H", "H", "H", "H", "H", "N", "C", "C", "C", "C", "N", "C", "C", "H", "H", "H", "H"], "positions_angstrom": [[1.09678, 0.36652, 0.03776], [4.34536, -5.43646, 1.68781], [3.55561, -4.23996, 0.69093], [2.50060, -3.52280, 1.22163], [1.82978, -2.54932, 0.48218], [0.79480, -1.75667, 1.01327], [-0.04126, -2.29711, 1.87641], [-0.06296, -3.43645, 2.39013], [-1.20299, -1.40390, 2.31632], [-1.96891, -1.84413, 3.40264], [-3.05724, -1.10320, 3.81371], [-3.38449, 0.05154, 3.11029], [-2.57862, 0.40878, 2.04551], [-1.49726, -0.27723, 1.66388], [2.25021, -2.29030, -0.84501], [3.30310, -3.04793, -1.36777], [3.95265, -4.00425, -0.61208], [5.26642, -4.89741, -1.33639], [1.65242, -1.22151, -1.51236], [1.64485, -1.13799, -2.82657], [1.99318, -1.95320, -3.70190], [1.09596, 0.19102, -3.35130], [0.74951, 0.26305, -4.70187], [0.29352, 1.45570, -5.22503], [0.22792, 2.56804, -4.39324], [0.59245, 2.40759, -3.07014], [0.99037, 1.24943, -2.54087], [2.17553, -3.73391, 2.22812], [-1.67673, -2.77598, 3.86584], [-3.65961, -1.42645, 4.65475], [-4.24466, 0.65454, 3.37038], [-2.79826, 1.30412, 1.47479], [3.60865, -2.87893, -2.38870], [0.86810, -0.63335, -5.29347], [0.00475, 1.52821, -6.26668], [-0.09927, 3.53343, -4.75692], [0.54689, 3.25063, -2.38680], [-0.64482, 2.76608, 2.44786], [-0.30735, 1.89707, 3.49457], [0.75648, 1.05860, 3.40955], [0.82015, 0.07972, 4.32383], [1.60364, 1.32791, 2.42733], [2.73673, 0.55083, 2.32929], [3.23997, 0.53450, 1.22256], [3.21073, -0.03188, 3.29515], [0.08749, 3.46287, 2.38375], [-0.65174, 2.24884, 1.56678], [-1.10587, 1.57541, 4.01771], [-0.04516, -0.24858, 4.72017], [1.58553, -0.57265, 4.24438], [-4.59220, 2.11194, -4.78513], [-3.89628, 2.05847, -3.87307], [-3.03425, 2.01185, -2.71656], [-2.85132, 3.15349, -1.94607], [-1.99570, 3.07105, -0.86159], [-1.34659, 1.96057, -0.52128], [-1.55001, 0.86141, -1.25416], [-2.37999, 0.84209, -2.36431], [-3.35709, 4.07581, -2.19433], [-1.81483, 3.94206, -0.24090], [-1.03839, -0.04232, -0.94530], [-2.49631, -0.05928, -2.94948]]}

---

{"formula": "C2H3CdLiO2", "method": "the ωB97M-V functional and the def2-TZVPD basis", "e_homo_ev": -7.6, "largest_force_ev_per_a": 5.40, "orbital_gap_ev": 7.08, "e_lumo_ha": -0.020, "relative_energy_kj_mol": 17.74, "symbols": ["H", "O", "C", "C", "O", "Li", "Cd", "H", "H"], "positions_angstrom": [[-0.40703, 1.78777, -2.48103], [1.27320, -0.06534, -0.52520], [0.81992, -0.53223, 0.66341], [-0.45730, -0.23700, 1.02437], [-1.21283, 0.40262, 0.09221], [-0.69461, -1.08052, -1.11707], [0.13714, 1.51250, -0.85634], [1.46746, -1.18622, 1.25644], [-0.92595, -0.60156, 1.94320]]}